DFT (ωB97M-V/def2-TZVPD) results for 15 unconnected molecules or ions with the total composition C75H175N5O35S10.

Geometry (Å):
C: -5.98 -3.36 -2.14
N: 2.75 2.25 4.37
H: 0.54 -5.65 -1.81
C: 1.19 -5.32 0.99
H: 4.27 -3.09 -3.98
H: -0.51 2.71 -3.49
O: 3.43 1.48 3.32
H: -3.50 -1.06 6.79
H: -4.50 2.02 -1.05
H: -0.91 6.69 0.99
O: 1.98 -0.09 1.52
H: 4.84 5.73 -7.01
H: 1.23 -6.37 -6.60
H: 1.34 -7.39 1.58
H: -0.59 2.22 4.29
H: -8.68 -2.80 -1.44
H: -4.54 -0.75 -6.21
H: -2.49 0.82 -0.98
H: -4.80 -2.40 -5.55
O: 2.91 -2.98 2.95
H: 2.20 -7.06 0.04
H: -0.66 -4.21 -4.28
C: 2.58 -4.10 -3.16
O: -1.10 5.05 4.61
C: -0.84 6.94 -3.25
C: 5.07 -0.43 1.50
H: 0.09 3.28 3.04
H: -6.67 -3.20 2.47
H: 4.15 1.78 -7.96
H: 5.18 3.49 5.32
H: 8.33 1.82 -2.31
H: 3.32 -4.65 -5.98
H: -4.32 -2.21 1.52
H: -1.15 2.26 2.53
O: -7.33 2.57 2.03
H: 2.44 6.83 -5.16
H: -1.18 2.15 -5.05
C: -2.43 -1.11 6.93
O: -4.74 -3.53 3.65
H: 4.93 3.36 -8.05
H: -8.32 -6.28 -0.20
H: -4.36 4.78 2.97
H: -0.39 -6.28 -6.21
S: -4.41 4.02 -2.36
O: -3.73 -0.36 -3.64
H: -0.79 -2.50 6.13
C: 7.58 2.50 -2.71
C: -5.15 2.49 -1.73
H: 5.33 3.13 3.64
H: -5.50 -5.95 2.56
H: -6.43 -0.09 -0.51
H: 4.17 -5.42 4.37
H: -5.79 -5.32 -1.20
H: -7.44 -1.21 -1.40
C: 3.39 6.56 -4.68
H: -3.10 -7.78 5.47
H: 4.30 0.32 6.72
N: 2.03 -4.55 -4.56
H: -1.31 -5.63 4.35
C: -3.71 4.70 2.11
H: -3.43 2.88 -4.57
H: 0.43 -4.75 -6.61
O: -1.40 0.84 8.97
H: -6.03 2.77 -1.19
S: 2.61 -4.36 2.90
O: -4.26 4.94 -1.29
N: -6.61 -3.43 0.55
O: 1.52 -4.85 3.72
S: -1.74 1.30 7.64
H: 5.70 1.55 -6.23
H: -3.12 0.65 3.10
H: 4.85 3.69 -3.31
H: -3.32 -2.04 -6.67
C: -7.45 -4.25 -0.27
H: -2.42 -3.17 6.28
O: -2.61 -4.03 2.53
O: -5.03 4.38 -3.61
H: 7.40 -2.70 -0.73
H: 4.97 -4.57 2.97
H: 0.91 -2.76 -2.87
O: -7.52 2.32 4.46
H: 0.83 -0.89 -1.31
H: 1.62 4.67 5.19
C: -2.18 -6.28 4.22
C: 3.45 -2.81 -3.30
H: -4.66 2.20 4.53
H: 5.11 1.80 6.10
C: -5.07 -1.47 1.10
H: 1.94 2.45 -6.26
H: -9.29 0.96 3.02
H: -0.25 -0.27 3.32
H: -0.46 6.26 -4.01
H: -3.56 2.19 6.59
C: 4.02 2.84 -7.65
O: -5.77 1.11 3.16
H: -1.39 -0.41 -1.48
H: 6.15 3.12 -5.32
H: 3.41 7.14 -3.70
H: -1.07 3.82 -4.75
H: 3.35 -4.80 -1.34
H: 2.52 -0.47 -1.04
H: -0.90 -5.83 -3.68
H: -4.62 -0.52 0.69
C: -1.61 -0.24 0.68
H: -4.82 3.49 0.86
H: 4.66 0.34 0.81
H: -0.67 -4.31 -1.82
C: -3.67 0.41 4.02
C: 4.51 4.75 -3.32
H: -9.39 -3.13 0.22
H: 3.96 -2.50 -2.39
H: -1.95 0.60 1.31
C: -0.28 -0.82 1.23
C: 7.08 -1.66 -1.00
H: -0.22 5.12 0.85
C: -1.27 2.87 -4.23
C: -7.05 -0.99 -0.42
H: 3.22 5.17 2.59
C: 1.33 -6.84 0.67
H: -7.88 -0.79 0.25
H: -0.49 -2.16 -0.50
H: 0.49 6.26 2.06
H: 7.63 4.29 -3.94
C: -4.94 1.21 4.31
C: 1.53 -0.05 -1.26
H: 4.13 5.05 -2.35
C: -0.92 6.22 -1.91
H: 2.31 1.81 7.64
H: 7.60 -0.98 -0.35
H: 5.33 5.39 -3.46
C: 3.30 3.63 4.25
H: 3.13 5.52 5.33
H: -1.28 -1.57 3.04
H: 7.01 -2.18 -3.05
H: -0.11 7.76 -3.09
H: 2.83 -1.97 -3.72
H: 7.22 -0.45 -2.75
H: -2.10 -6.83 3.26
H: -5.11 -4.69 1.33
H: -0.67 2.17 0.11
H: -9.41 -4.37 -1.01
C: 2.95 1.52 5.64
H: -4.36 -3.00 -0.72
C: 0.01 -2.22 0.45
H: 3.99 3.64 6.82
H: 1.32 2.98 0.35
H: -2.92 0.50 4.85
H: 4.11 -6.20 2.72
C: -5.20 -2.48 -1.17
H: -6.80 -2.81 -2.65
O: 2.36 6.22 -0.14
C: 4.38 1.04 5.88
H: 1.14 -7.72 -4.87
S: -2.99 -1.30 -4.44
O: 0.40 5.83 -1.43
H: 5.05 1.77 -4.67
H: -1.80 7.27 -3.66
S: -3.77 -4.52 3.12
H: 2.55 -0.51 4.92
C: 2.42 2.83 -4.13
O: 6.98 3.20 -1.62
C: 0.23 -4.69 -2.33
C: 8.30 3.60 -3.50
O: -2.56 -2.54 -3.89
H: 8.70 3.04 -4.37
O: 5.81 -2.86 1.20
H: -8.35 -5.55 1.39
H: 0.50 -1.78 3.11
H: 6.11 -0.31 1.73
C: 2.25 4.30 -4.10
C: 5.33 2.33 -5.52
H: 6.41 4.32 0.55
H: 4.80 4.07 0.12
O: -1.68 0.06 6.64
O: 5.16 5.11 -6.31
H: -5.73 -1.12 1.94
S: 1.01 6.72 -0.20
H: -6.83 -6.01 0.68
H: 2.03 4.67 -3.10
H: 1.45 4.63 -4.73
O: 7.31 1.49 0.12
O: -1.76 -0.61 -5.05
C: 0.91 0.92 -0.27
O: -7.34 -3.12 1.77
C: -4.04 -1.66 -5.82
C: 2.68 4.50 5.35
H: -4.14 1.18 7.90
H: 1.21 0.63 4.99
H: 2.93 3.44 2.01
H: -3.93 2.57 2.13
H: 2.71 1.01 2.91
H: 5.42 3.04 1.48
H: 6.90 1.88 -3.23
C: 2.91 3.84 6.71
C: 4.85 3.78 4.34
C: -0.57 -1.38 -5.12
H: -2.43 -0.94 0.74
H: -8.33 -0.26 3.73
H: -5.38 1.82 -2.58
C: 2.78 4.16 2.88
H: -0.40 1.99 -1.64
H: -0.83 -2.30 -5.69
H: 8.57 -1.59 -2.44
H: 1.04 -2.40 0.24
S: 5.00 -1.87 0.51
C: 4.15 -5.29 3.30
S: 6.26 2.29 -0.51
O: 5.67 -1.65 -0.81
H: -4.09 -6.23 1.51
H: -2.01 -2.00 4.99
C: 1.80 2.12 -0.12
H: -7.18 -5.16 -2.22
H: -1.37 6.94 -1.17
O: 3.13 -5.22 -5.26
H: -3.74 5.57 1.49
S: -7.22 1.73 3.20
H: 0.86 -7.31 -3.20
C: 0.43 -0.58 -5.90
H: -3.69 2.75 8.38
C: -2.72 2.62 -3.80
O: -3.44 -5.52 4.33
H: 9.15 4.08 -3.01
C: -2.13 -7.27 5.31
S: -1.83 4.08 3.87
H: 1.94 -0.14 6.50
C: -6.56 -4.60 -1.49
H: -5.44 0.83 5.21
H: -2.98 3.08 0.70
H: 2.79 -6.06 -2.39
H: 4.34 -5.38 -2.62
H: -0.46 -2.97 1.10
H: 2.19 2.45 -1.14
C: 0.55 -5.72 -6.09
H: 4.68 0.46 4.99
H: 0.41 -7.18 0.15
C: -1.52 0.37 -0.72
H: -1.29 -8.00 5.25
O: 0.71 8.09 -0.41
C: 2.79 2.30 -5.54
H: -0.06 -0.16 -6.83
C: -0.77 2.81 3.38
H: 0.89 -4.76 0.10
C: 0.01 6.12 1.09
H: 1.69 4.21 2.89
C: -8.78 -3.57 -0.64
O: -2.97 3.50 -2.62
C: -0.19 -5.04 -3.79
H: 0.83 0.22 -5.29
C: 3.56 5.01 -4.50
H: -0.26 -1.59 -4.11
H: 4.24 6.97 -5.28
C: -7.81 -5.57 0.45
H: 2.43 -7.15 -3.96
C: -1.87 -2.23 6.07
H: 3.17 2.58 -3.41
O: 2.43 -4.80 1.39
H: -2.89 1.57 -3.53
O: 5.16 1.55 -1.14
C: 1.30 -7.01 -4.15
H: -2.30 -1.33 7.97
H: 2.67 1.78 0.39
H: 3.14 3.30 -8.14
H: 5.19 4.83 4.15
H: 1.54 2.31 -3.81
N: 3.91 4.44 -5.81
C: -4.69 -5.50 2.00
C: -8.36 0.47 2.93
C: -0.34 -1.15 2.76
H: -1.53 5.31 -1.89
H: 4.50 -0.56 2.37
H: 2.50 4.47 7.47
H: 1.60 -3.39 -1.33
C: 1.33 -3.65 -2.34
C: 7.49 -1.46 -2.38
H: 2.84 1.19 -5.39
C: 4.05 2.99 -6.14
C: -6.06 -2.04 0.04
H: -5.25 -3.65 -2.86
C: 5.63 3.54 0.54
O: 3.64 -2.22 0.13
C: 2.09 0.26 5.52
O: -2.30 4.90 2.61
C: 2.27 2.41 6.69
H: 2.17 -1.02 1.23
H: 0.45 -5.06 1.72
C: 3.28 -5.12 -2.36
O: -0.94 2.27 7.03
H: 1.22 2.53 6.51
O: -2.96 3.41 4.45
H: -2.03 -6.71 6.26
N: 0.73 0.31 1.05
H: -4.80 -1.60 -1.72
H: 1.34 -1.21 -6.07
H: -8.26 0.04 1.97
C: -0.42 1.48 -0.68
C: -3.43 1.95 7.65
H: 1.48 0.47 -2.17
C: -3.81 3.41 1.45
C: 0.99 -5.62 -4.57
H: -3.90 -0.67 4.04

Calculated values
E_LUMO = -0.04 eV
maximum force = 5.2 eV/Å
2S+1 = 1